ORCA calculation (ωB97M-V with the def2-TZVPD basis set) on C58H80BrCl2N3O5PbS2Se as an isolated structure.

XYZ file:
```
153
Properties=species:S:1:pos:R:3:forces:R:3:mulliken_charge:R:1
Pb -1.114295 -0.159929 0.603579 0.092 0.681 0.230 2.076
C 7.292767 -3.132031 -0.472820 -0.011 -0.016 -0.006 -1.598
C 6.908668 -1.874710 0.323829 -0.025 -0.032 -0.027 1.814
C 7.581665 -1.916988 1.704170 -0.010 0.001 0.022 -1.704
C 7.429170 -0.647668 -0.425740 0.004 -0.014 -0.040 -1.823
C 5.396641 -1.841983 0.502278 -0.109 -0.020 0.085 -0.703
C 4.601133 -0.810136 -0.032317 0.144 -0.049 0.140 0.188
C 3.260348 -0.780110 0.206754 -0.449 -0.285 0.056 -0.513
Se 2.116693 0.578949 -0.517271 0.546 0.400 -0.373 0.443
C 2.168119 -0.100094 -2.316243 -0.573 -0.304 0.021 -0.829
C 3.171742 0.113893 -3.196869 0.074 0.056 -0.110 -0.255
C 3.114361 -0.427552 -4.508314 -0.003 0.035 0.068 -0.570
C 1.966324 -1.123225 -4.902328 0.096 0.036 -0.006 -0.274
C 0.883736 -1.361347 -4.078238 0.075 0.106 0.069 -0.596
C 0.992788 -0.913035 -2.689915 0.494 0.127 -0.061 1.391
O 0.184374 -1.223087 -1.813119 -0.492 -0.167 0.199 -0.566
C -0.351965 -2.049226 -4.658025 0.043 -0.033 0.081 2.464
C -1.470761 -2.306637 -3.644994 -0.044 -0.038 -0.027 -1.809
C -0.917618 -1.140502 -5.764057 0.006 0.009 -0.008 -1.573
C 0.057367 -3.400383 -5.268642 0.006 0.011 -0.010 -1.936
C 4.309155 -0.219761 -5.426295 0.001 0.007 -0.024 2.146
C 5.530381 -0.909654 -4.795848 0.011 -0.010 0.007 -1.524
C 4.089361 -0.803537 -6.822107 0.012 0.010 -0.009 -2.192
C 4.589796 1.285046 -5.568467 -0.019 0.002 -0.026 -1.688
C 2.590662 -1.824003 0.984059 -0.015 -0.017 0.037 0.327
O 1.375226 -1.740971 1.220287 0.115 0.011 -0.213 0.174
C 3.410573 -2.943521 1.457730 -0.035 0.062 -0.053 -0.077
C 4.762430 -2.876021 1.224666 0.089 0.099 -0.148 -0.325
C 2.838336 -4.169680 2.175605 -0.092 0.021 -0.054 2.140
C 3.456852 -4.251058 3.579318 0.006 0.002 0.039 -1.765
C 1.309609 -4.183233 2.325937 0.040 0.051 0.120 -2.136
C 3.229013 -5.425536 1.373919 0.004 0.029 -0.006 -1.714
H 8.373494 -3.155784 -0.630284 -0.015 -0.004 0.007 0.479
H 7.008667 -4.045565 0.051929 0.000 0.020 -0.009 0.336
H 6.803263 -3.137400 -1.449494 0.017 0.006 0.020 0.295
H 8.666400 -1.960777 1.584705 -0.013 0.006 0.006 0.480
H 7.335023 -1.024623 2.283053 0.008 -0.010 -0.011 0.363
H 7.272193 -2.788288 2.282533 0.015 0.010 -0.018 0.317
H 8.516221 -0.706107 -0.501835 -0.010 0.003 0.002 0.474
H 7.030353 -0.595188 -1.441700 0.009 0.000 0.022 0.125
H 7.178667 0.279425 0.093228 0.009 -0.007 -0.003 0.392
H 5.044498 -0.018405 -0.617950 0.036 0.028 0.024 0.539
H 4.023978 0.709812 -2.894986 0.021 -0.026 -0.007 0.541
H 1.919852 -1.493824 -5.916725 0.002 0.024 -0.007 0.398
H -1.792294 -1.389750 -3.154724 0.032 -0.040 -0.012 -0.115
H -2.319423 -2.740845 -4.182021 0.003 0.018 0.007 0.676
H -1.173651 -2.996361 -2.857591 -0.009 0.002 -0.022 0.261
H -1.229772 -0.179024 -5.348742 -0.008 -0.016 -0.005 0.138
H -0.186506 -0.947064 -6.551343 -0.012 -0.011 0.013 0.332
H -1.788967 -1.617456 -6.218763 0.009 0.016 0.012 0.482
H 0.537231 -4.033455 -4.519818 -0.022 0.006 -0.008 0.388
H -0.833195 -3.918513 -5.630718 0.017 0.013 -0.002 0.501
H 0.741697 -3.285860 -6.111422 -0.002 -0.002 0.023 0.325
H 5.352950 -1.981020 -4.679569 0.004 0.015 -0.005 0.357
H 6.406226 -0.773900 -5.434530 -0.011 0.005 0.017 0.484
H 5.760624 -0.497031 -3.811417 0.001 -0.006 -0.030 0.203
H 3.934605 -1.883944 -6.792074 -0.008 0.015 0.007 0.382
H 3.235920 -0.342741 -7.323942 0.011 -0.006 0.009 0.438
H 4.974139 -0.612712 -7.431757 -0.011 -0.014 0.000 0.449
H 4.852915 1.745130 -4.615563 -0.004 -0.006 -0.016 0.314
H 5.422526 1.441422 -6.257467 0.000 -0.002 0.021 0.461
H 3.716457 1.806283 -5.965843 0.015 -0.008 -0.002 0.368
H 5.385243 -3.678381 1.601712 -0.004 0.013 -0.014 0.409
H 3.254143 -3.339324 4.144214 -0.019 -0.015 0.002 0.339
H 3.018741 -5.091432 4.121941 0.013 0.006 -0.006 0.481
H 4.537979 -4.400561 3.544525 -0.006 0.018 -0.007 0.318
H 0.949660 -3.390715 2.984710 0.078 -0.162 -0.080 0.139
H 0.798947 -4.070868 1.371660 -0.001 -0.052 -0.001 0.393
H 1.025380 -5.146215 2.758189 0.012 0.006 0.013 0.556
H 4.309501 -5.536906 1.271275 0.001 0.007 0.008 0.328
H 2.846391 -6.313068 1.882185 0.007 0.016 -0.010 0.471
H 2.793940 -5.392914 0.372791 0.000 -0.006 0.017 0.371
C -3.163728 4.485904 6.277732 -0.012 -0.006 0.080 -0.826
C -2.167227 3.719184 7.147609 -0.112 0.012 -0.068 -0.691
C -1.935692 2.286310 6.673580 0.034 -0.010 -0.020 -0.148
C -1.515796 2.232930 5.205440 0.023 -0.085 0.061 0.063
N -0.829064 1.009897 4.806651 0.023 -0.030 -0.055 -0.016
C -1.425429 -0.074516 4.273573 -0.044 0.023 0.144 -0.127
S -0.503683 -1.161649 3.338714 0.126 0.049 0.227 -0.380
N -2.713375 -0.255853 4.533354 -0.160 -0.077 -0.104 0.551
C -3.559541 -1.263387 3.892820 -0.016 0.120 0.070 -0.069
C -4.706765 -1.639130 4.819366 0.092 -0.084 -0.036 -0.917
C -4.261930 -2.407884 6.064893 -0.012 -0.013 -0.035 -0.237
C -3.775626 -3.821800 5.755711 0.022 0.038 -0.049 -1.207
H -3.369063 5.472048 6.695556 0.004 0.000 -0.004 0.418
H -4.112600 3.947966 6.204406 0.040 0.022 -0.002 0.231
H -2.785541 4.634088 5.263905 0.028 -0.002 0.036 0.085
H -2.534985 3.694309 8.175691 0.044 0.019 0.023 0.395
H -1.209660 4.248120 7.167966 -0.002 0.016 -0.013 0.316
H -2.856068 1.711402 6.827440 0.034 -0.052 0.001 0.138
H -1.158156 1.810790 7.275369 -0.020 0.000 0.041 0.325
H -0.837675 3.059073 4.983409 0.003 -0.006 -0.034 0.465
H -2.381671 2.363027 4.554528 0.126 0.062 0.097 -0.947
H 0.153444 1.061068 4.595335 -0.062 0.105 -0.102 0.241
H -3.199796 0.466784 5.045206 -0.006 0.009 -0.075 -0.078
H -2.933079 -2.125279 3.674402 -0.001 0.017 -0.057 0.456
H -3.924547 -0.870221 2.941879 -0.008 0.021 0.005 -0.355
H -5.405654 -2.250379 4.242089 -0.039 0.020 0.030 0.482
H -5.250868 -0.735027 5.109814 -0.021 0.034 -0.016 0.241
H -5.098581 -2.457843 6.766136 0.007 0.003 0.007 0.390
H -3.463475 -1.851196 6.565593 -0.038 0.005 0.043 0.181
H -4.524086 -4.370214 5.178197 0.006 -0.002 0.029 0.292
H -3.580180 -4.382611 6.670768 0.007 0.018 -0.003 0.383
H -2.852390 -3.811314 5.173185 -0.020 0.002 0.003 0.271
O -2.203583 0.976841 -1.462933 -0.038 -0.077 0.081 -0.343
S -3.712645 1.050179 -1.519493 0.112 0.060 0.156 0.636
C -4.186541 0.286627 -3.094462 -0.054 -0.097 -0.090 -0.379
C -5.684215 0.222957 -3.205987 0.036 0.104 0.101 -0.162
C -6.413238 -0.541727 -2.296050 0.019 -0.036 0.011 -0.200
C -7.799128 -0.545144 -2.337005 0.018 0.020 -0.028 -0.783
C -8.471746 0.214445 -3.286287 0.035 0.008 -0.009 -0.418
C -7.751925 0.970205 -4.200958 -0.007 -0.024 0.024 -0.724
C -6.364131 0.975767 -4.156859 0.003 0.008 -0.046 -0.102
C -4.132105 2.771383 -1.892628 0.024 -0.004 -0.082 -0.469
C -3.104635 3.653633 -2.563931 -0.009 -0.035 -0.016 0.809
C -3.277989 5.027603 -2.409611 0.016 0.082 0.051 -0.541
C -2.405297 5.930953 -2.995598 0.019 -0.029 -0.008 -0.706
C -1.330062 5.471944 -3.745273 -0.040 -0.038 0.029 -0.498
C -1.150675 4.106409 -3.907830 -0.033 -0.007 0.014 -1.031
C -2.032649 3.200620 -3.328662 -0.058 0.012 -0.069 0.570
H -3.748517 -0.709414 -3.025506 0.012 0.018 -0.011 -0.048
H -3.722950 0.845335 -3.907496 -0.010 -0.075 -0.054 0.522
H -5.886234 -1.129982 -1.551369 -0.006 0.029 -0.003 0.486
H -8.355229 -1.137230 -1.621637 0.006 0.001 -0.008 0.406
H -9.553834 0.218431 -3.311867 0.006 -0.010 -0.004 0.385
H -8.270173 1.561739 -4.944899 0.007 -0.011 -0.002 0.391
H -5.801937 1.564545 -4.873898 -0.007 0.024 0.029 0.421
H -4.388646 3.182624 -0.918859 0.010 0.100 0.025 -0.387
H -5.056256 2.733888 -2.476208 -0.030 -0.053 0.042 0.560
H -4.108568 5.392951 -1.812792 0.065 -0.020 -0.017 0.434
H -2.561948 6.993199 -2.858669 0.006 0.003 -0.001 0.398
H -0.637576 6.172413 -4.194389 -0.008 -0.005 -0.001 0.413
H -0.312276 3.734622 -4.484397 -0.015 0.003 -0.005 0.482
H -1.862043 2.141610 -3.456564 0.023 0.022 0.047 -0.042
Cl -5.175441 3.849259 1.514111 0.105 -0.052 0.010 -0.226
C -4.065563 3.214513 2.760498 -0.313 0.016 0.032 0.495
Cl -5.008298 2.211712 3.908533 0.082 -0.013 -0.143 -0.176
C -2.848262 2.491196 2.118134 0.079 -0.055 -0.075 -0.172
O -1.836946 3.194150 2.106662 0.006 -0.011 -0.075 -0.493
O -3.022702 1.320114 1.700779 0.105 -0.280 -0.121 -0.634
H -3.700136 4.072915 3.308045 -0.064 0.019 0.056 0.129
Br -2.956764 -2.042861 0.113768 -0.322 -0.345 -0.107 -0.875
C 1.789276 4.918444 2.816178 0.007 0.046 0.046 -0.308
C 1.088888 4.880404 1.623785 -0.027 0.012 0.009 -0.706
C 0.755816 3.644125 1.091789 0.043 -0.102 -0.033 -0.349
N 1.083227 2.491144 1.666508 0.043 -0.018 0.184 0.439
C 1.749972 2.538681 2.818629 -0.050 0.024 -0.133 -0.538
C 2.127924 3.722924 3.433267 -0.028 -0.022 0.029 -0.978
H 2.066937 5.865563 3.262190 -0.006 -0.007 0.002 0.382
H 0.786924 5.787960 1.118362 0.018 -0.016 -0.005 0.465
H 0.196239 3.576260 0.164462 -0.007 -0.004 0.027 0.427
H 1.997352 1.576427 3.259555 0.034 -0.014 0.004 0.661
H 2.674128 3.706723 4.367652 -0.001 -0.007 -0.011 0.474
```
Forces are in eV/Å.

The calculation puts the total energy at -9683.6883 Ha. The spin multiplicity is 1. For the HOMO-LUMO gap (spin up / spin down), the calculation gives 5.78 / 5.73 eV. Its total charge is 0. The value obtained for the energy relative to the best compared isomer or geometry (same formula, charge and spin) is 12.5 kcal/mol. For the molecular weight, the calculation gives 1400.40 g mol⁻¹. Its HOMO energy (spin up / spin down) is -0.277 / -0.276 Eh. Its LUMO energy (spin up / spin down) is -0.065 / -0.066 hartree.